An isolated molecule of C18H19N3O2. Source: the OMol25 dataset; level of theory: the ωB97M-V functional and the def2-TZVPD basis.

```
! wB97M-V def2-TZVPD RIJCOSX def2/J DEFGRID3
* xyz 0 1
C -5.382 -0.490 0.704
C -3.965 -0.058 0.486
C -3.244 -0.489 -0.619
C -1.929 -0.106 -0.810
C -1.315 0.733 0.110
N 0.025 1.133 -0.055
C 0.687 1.503 -1.204
C 0.061 1.646 -2.539
N 1.925 1.777 -0.964
N 2.109 1.585 0.370
C 3.407 1.634 0.977
C 4.271 0.436 0.544
O 3.747 -0.778 1.028
C 2.630 -1.307 0.430
C 2.390 -1.293 -0.940
C 1.257 -1.908 -1.445
C 0.357 -2.536 -0.604
C 0.599 -2.556 0.760
C 1.728 -1.952 1.275
C 0.956 1.183 0.985
O 0.786 0.950 2.159
C -2.022 1.169 1.225
C -3.331 0.770 1.406
H -5.992 0.345 1.043
H -5.813 -0.893 -0.210
H -5.422 -1.264 1.470
H -3.713 -1.141 -1.342
H -1.378 -0.475 -1.659
H 0.077 0.698 -3.076
H 0.632 2.370 -3.113
H -0.971 1.976 -2.442
H 3.905 2.564 0.693
H 3.243 1.601 2.057
H 4.373 0.440 -0.546
H 5.261 0.524 0.997
H 3.074 -0.808 -1.620
H 1.086 -1.897 -2.513
H -0.527 -3.009 -1.005
H -0.100 -3.037 1.426
H 1.928 -1.951 2.334
H -1.537 1.802 1.950
H -3.873 1.110 2.276
*
```

Output
**HOMO**: -8.183 eV
**ΔE to the lowest compared entry with this formula, charge and spin**: 29.0 kcal/mol
**LUMO level**: 0.788 eV
**Orbital gap**: 9.0 eV
**E**: -27540.24146 eV
**SMILES string**: Cc1ccc(-n2c(C)nn(CCOc3ccccc3)c2=O)cc1

Mulliken population analysis, charges in e, atoms 1 to 4: C -1.495; C 1.029; C -1.086; C 0.118

=====

A structure of composition CH3Br2P at a distorted geometry. Source: the OMol25 dataset; level of theory: the ωB97M-V functional and the def2-TZVPD basis.

```
! wB97M-V def2-TZVPD RIJCOSX def2/J DEFGRID3
* xyz 0 1
C 0.306 -0.323 -0.385
P -1.306 -0.232 0.214
Br 1.332 -1.800 -0.014
Br 1.581 1.679 0.390
H 0.283 -0.167 -1.514
H -1.307 1.219 -0.165
H -0.890 -0.375 1.474
*
```

Output
**HOMO**: -9.515 eV
**ΔE to the lowest compared entry with this formula, charge and spin**: 85.5 kcal/mol
**LUMO level**: -1.496 eV
**Orbital gap**: 8.0 eV
**E**: -150457.01495 eV

Mulliken population analysis, charges in e, atoms 1 to 4: C -0.383; P 0.004; Br 0.035; Br -0.237